A 5-piece molecular cluster, C36H52BClN7O4 overall at a distorted geometry. Source: OMol25; level of theory: ωB97M-V/def2-TZVPD.

Last columns: bonded neighbours and bond lengths (Å).
Geometry (Å):
1 C 3.56 -2.23 1.34  C2 1.518, H26 1.083, H27 1.090, H28 1.083
2 C 4.77 -1.85 0.51  C1 1.518, O3 1.432, H29 1.089, H30 1.086
3 O 4.46 -1.49 -0.84  C2 1.432, C4 1.390
4 C 3.93 -0.21 -0.92  O3 1.390, O5 1.167, C6 1.506
5 O 4.65 0.71 -0.97  C4 1.167
6 C 2.43 -0.13 -0.95  C4 1.506, C7 1.528, H31 1.089, H32 1.088
7 C 1.93 0.86 -2.01  C6 1.528, C8 1.544, H33 1.090, H34 1.087
8 C 0.42 0.60 -2.21  C7 1.544, C9 1.532, H35 1.084, H36 1.088
9 C -0.33 1.73 -2.92  C8 1.532, O10 1.419, C21 1.596, H37 1.093
10 O -1.45 1.11 -3.55  C9 1.419, B11 1.481
11 B -2.47 1.04 -2.48  O10 1.481, C12 1.624, O20 1.494, H38 1.246
12 C -3.88 0.41 -2.97  B11 1.624, C13 1.549, H39 1.098, H40 1.099
13 C -4.62 -0.41 -1.88  C12 1.549, C14 1.530, H41 1.095, H42 1.095
14 C -3.90 -1.73 -1.60  C13 1.530, C15 1.549, H43 1.087, H44 1.084
15 C -4.80 -2.82 -0.97  C14 1.549, N16 1.476, H45 1.089, H46 1.086
16 N -4.16 -3.55 0.13  C15 1.476, C17 1.416, H47 1.013
17 C -3.29 -4.59 -0.29  N16 1.416, N18 1.248, N19 1.432
18 N -3.34 -5.72 0.24  C17 1.248, H48 1.019
19 N -2.32 -4.36 -1.32  C17 1.432, H49 1.012, H50 1.015
20 O -2.45 2.42 -1.89  B11 1.494, C21 1.388
21 C -1.11 2.78 -2.00  C9 1.596, O20 1.388, C22 1.547, H51 1.106
22 C -0.36 3.23 -0.73  C21 1.547, C23 1.516, H52 1.089, H53 1.094
23 C -1.23 3.43 0.50  C22 1.516, C24 1.523, Cl25 1.802, H54 1.086
24 C -1.70 2.11 1.09  C23 1.523, H55 1.085, H56 1.094, H57 1.088
25 Cl -2.58 4.60 0.26  C23 1.802
26 H 2.93 -2.95 0.82  C1 1.083
27 H 3.95 -2.67 2.25  C1 1.090
28 H 3.00 -1.36 1.65  C1 1.083
29 H 5.36 -1.08 1.01  C2 1.089
30 H 5.44 -2.71 0.44  C2 1.086
31 H 2.07 -1.11 -1.26  C6 1.089
32 H 2.00 0.06 0.03  C6 1.088
33 H 2.42 0.63 -2.95  C7 1.090
34 H 2.15 1.89 -1.74  C7 1.087
35 H 0.26 -0.33 -2.73  C8 1.084
36 H 0.00 0.44 -1.22  C8 1.088
37 H 0.32 2.29 -3.59  C9 1.093
38 H -2.10 0.34 -1.52  B11 1.246
39 H -3.64 -0.32 -3.75  C12 1.098
40 H -4.55 1.14 -3.44  C12 1.099
41 H -4.68 0.24 -1.00  C13 1.095
42 H -5.65 -0.61 -2.20  C13 1.095
43 H -3.49 -2.09 -2.55  C14 1.087
44 H -3.03 -1.52 -0.98  C14 1.084
45 H -5.10 -3.49 -1.78  C15 1.089
46 H -5.70 -2.35 -0.59  C15 1.086
47 H -3.66 -2.91 0.73  N16 1.013
48 H -4.05 -5.73 0.96  N18 1.019
49 H -1.45 -4.80 -1.03  N19 1.012
50 H -2.60 -4.85 -2.16  N19 1.015
51 H -1.12 3.68 -2.64  C21 1.106
52 H 0.19 4.15 -0.93  C22 1.089
53 H 0.37 2.47 -0.45  C22 1.094
54 H -0.60 3.88 1.26  C23 1.086
55 H -2.52 2.24 1.79  C24 1.085
56 H -0.85 1.75 1.69  C24 1.094
57 H -1.88 1.36 0.33  C24 1.088
58 N -4.99 2.79 -5.33  C59 1.332, C63 1.331
59 C -4.34 3.82 -4.80  N58 1.332, C60 1.389, H64 1.088
60 C -4.17 5.03 -5.44  C59 1.389, C61 1.385, H65 1.082
61 C -4.71 5.18 -6.71  C60 1.385, C62 1.386, H66 1.084
62 C -5.39 4.12 -7.28  C61 1.386, C63 1.387, H67 1.082
63 C -5.51 2.95 -6.54  N58 1.331, C62 1.387, H68 1.086
64 H -3.93 3.65 -3.80  C59 1.088
65 H -3.63 5.84 -4.97  C60 1.082
66 H -4.60 6.12 -7.25  C61 1.084
67 H -5.83 4.19 -8.27  C62 1.082
68 H -6.03 2.09 -6.95  C63 1.086
69 N 5.53 0.31 3.46  C70 1.333, C74 1.333
70 C 5.69 1.51 2.89  N69 1.333, C71 1.387, H75 1.086
71 C 6.39 2.55 3.48  C70 1.387, C72 1.386, H76 1.082
72 C 6.95 2.35 4.73  C71 1.386, C73 1.386, H77 1.084
73 C 6.80 1.11 5.33  C72 1.386, C74 1.386, H78 1.081
74 C 6.08 0.13 4.66  N69 1.333, C73 1.386, H79 1.085
75 H 5.22 1.63 1.92  C70 1.086
76 H 6.48 3.50 2.97  C71 1.082
77 H 7.51 3.14 5.22  C72 1.084
78 H 7.23 0.91 6.31  C73 1.081
79 H 5.94 -0.85 5.10  C74 1.085
80 N 9.75 -0.19 6.10  C81 1.333, C85 1.333
81 C 10.64 -1.01 6.67  N80 1.333, C82 1.386, H86 1.085
82 C 11.96 -1.11 6.26  C81 1.386, C83 1.385, H87 1.082
83 C 12.38 -0.33 5.20  C82 1.385, C84 1.384, H88 1.083
84 C 11.48 0.52 4.59  C83 1.384, C85 1.387, H89 1.081
85 C 10.18 0.55 5.08  N80 1.333, C84 1.387, H90 1.084
86 H 10.26 -1.60 7.49  C81 1.085
87 H 12.64 -1.79 6.76  C82 1.082
88 H 13.41 -0.38 4.85  C83 1.083
89 H 11.76 1.15 3.76  C84 1.081
90 H 9.43 1.21 4.63  C85 1.084
91 N -7.34 -3.00 1.17  C92 1.332, C96 1.334
92 C -8.46 -2.33 1.44  N91 1.332, C93 1.387, H97 1.085
93 C -9.73 -2.89 1.38  C92 1.387, C94 1.384, H98 1.082
94 C -9.84 -4.22 1.02  C93 1.384, C95 1.385, H99 1.083
95 C -8.69 -4.93 0.73  C94 1.385, C96 1.388, H100 1.082
96 C -7.47 -4.28 0.83  N91 1.334, C95 1.388, H101 1.085
97 H -8.33 -1.29 1.72  C92 1.085
98 H -10.61 -2.30 1.61  C93 1.082
99 H -10.81 -4.70 0.95  C94 1.083
100 H -8.73 -5.98 0.44  C95 1.082
101 H -6.53 -4.80 0.61  C96 1.085

Calculated values
E_HOMO (eV): -4.1044
LUMO energy (eV): 1.84
Kohn-Sham gap (Eh): 0.2183
M (Da): 693.122
Net charge: -1